Molecular formula: C3H12O4
Method: DFT, ωB97M-V with the def2-TZVPD basis set

Geometry (Å):
C (-0.415, 1.942, 2.797)
C (0.399, 0.822, 2.217)
C (-0.199, -0.018, 1.324)
O (0.581, -0.891, 0.530)
H (-0.045, 2.915, 2.517)
H (-0.393, 1.976, 3.936)
H (-1.460, 1.898, 2.342)
H (1.502, 0.932, 2.247)
H (-1.095, 0.254, 0.820)
H (0.063, -1.682, 0.263)
O (-1.059, -2.243, -1.058)
H (-0.683, -1.521, -1.581)
H (-1.758, -2.621, -1.627)
O (1.569, 0.615, -1.478)
H (1.157, 1.482, -1.714)
H (1.773, 0.666, -0.515)
O (-0.729, -0.078, -2.778)
H (0.184, 0.254, -2.711)
H (-0.849, -0.255, -3.732)

## Properties
* max |F|: 3.38 eV Å⁻¹
* LUMO energy: 0.018 Eh
* highest occupied orbital energy: -8.61 eV
* HOMO-LUMO gap: 9.0964 eV
* spin multiplicity: 1
* structure (SMILES): C/C=C/O.O.O.O

***

Molecular formula: C4H8N2O
Method: DFT, ωB97M-V with the def2-TZVPD basis set

Geometry (Å):
C (-1.799, -0.757, -0.366)
C (-0.694, 0.258, -0.494)
N (-0.440, 1.254, 0.590)
C (1.015, 1.214, 0.278)
C (0.718, -0.174, -0.218)
N (1.139, -1.336, 0.045)
O (2.389, -1.293, 0.661)
H (-2.785, -0.288, -0.420)
H (-1.711, -1.320, 0.565)
H (-1.702, -1.458, -1.200)
H (-0.741, 0.772, -1.468)
H (-0.893, 2.151, 0.441)
H (1.726, 1.305, 1.097)
H (1.313, 1.891, -0.540)
H (2.462, -2.189, 1.011)

## Properties
* max |F|: 0.70 eV Å⁻¹
* LUMO energy: 0.036 Eh
* highest occupied orbital energy: -9.40 eV
* HOMO-LUMO gap: 10.3918 eV
* spin multiplicity: 1
* structure (SMILES): C[C@H]1NC/C1=N\O

***

Molecular formula: C79H191N13O15
Method: DFT, ωB97M-V with the def2-TZVPD basis set

Geometry (Å):
C (-8.898, -3.227, -1.150)
C (-9.365, -2.405, -2.419)
C (-10.145, -1.134, -2.013)
C (-10.444, -0.107, -3.127)
C (-9.000, 0.255, -3.829)
C (-8.189, -0.963, -4.366)
N (-8.193, -2.093, -3.328)
O (-7.432, -3.198, -3.714)
C (-8.788, -1.381, -5.714)
C (-6.791, -0.490, -4.652)
C (-10.387, -3.203, -3.348)
H (-8.416, -4.173, -1.398)
H (-9.670, -3.343, -0.389)
H (-8.230, -2.624, -0.535)
H (-11.108, -1.499, -1.656)
H (-9.757, -0.756, -1.068)
H (-10.787, 0.799, -2.626)
H (-11.229, -0.517, -3.762)
H (-8.438, 1.005, -3.272)
H (-9.209, 0.814, -4.741)
H (-8.521, -0.627, -6.455)
H (-8.356, -2.356, -5.937)
H (-9.876, -1.460, -5.724)
H (-6.221, -0.087, -3.815)
H (-6.279, -1.296, -5.179)
H (-6.780, 0.325, -5.375)
H (-9.878, -3.978, -3.922)
H (-10.839, -2.575, -4.115)
H (-11.062, -3.785, -2.721)
H (-6.677, -3.275, -3.126)
C (4.991, -7.996, 6.992)
C (5.146, -8.128, 5.488)
C (3.672, -8.107, 5.014)
C (3.064, -6.672, 4.983)
C (3.878, -5.772, 4.042)
C (5.363, -5.699, 4.474)
N (5.890, -7.090, 4.688)
O (7.294, -7.216, 4.783)
C (6.199, -5.136, 3.254)
C (5.546, -4.844, 5.755)
C (5.661, -9.549, 5.210)
H (4.610, -7.088, 7.460)
H (5.958, -8.213, 7.445)
H (4.307, -8.722, 7.432)
H (3.543, -8.507, 4.008)
H (3.024, -8.727, 5.633)
H (3.157, -6.133, 5.926)
H (2.059, -6.704, 4.562)
H (3.517, -4.744, 4.052)
H (3.655, -6.078, 3.020)
H (7.123, -4.673, 3.601)
H (6.448, -5.976, 2.606)
H (5.676, -4.457, 2.581)
H (5.098, -3.864, 5.590)
H (5.207, -5.207, 6.726)
H (6.609, -4.618, 5.842)
H (6.454, -9.891, 5.876)
H (5.948, -9.734, 4.175)
H (4.857, -10.255, 5.415)
H (7.528, -6.924, 5.668)
C (-1.878, -0.933, -7.575)
C (-1.539, -0.258, -6.144)
C (-0.724, -1.331, -5.319)
C (-0.063, -0.687, -4.037)
C (0.850, 0.555, -4.429)
C (0.018, 1.609, -5.239)
N (-0.697, 0.931, -6.295)
O (-1.317, 1.819, -7.125)
C (-1.011, 2.312, -4.228)
C (1.045, 2.563, -5.944)
C (-2.931, -0.011, -5.455)
H (-2.577, -1.759, -7.446)
H (-1.006, -1.244, -8.150)
H (-2.230, -0.142, -8.239)
H (-1.371, -2.138, -4.974)
H (0.117, -1.816, -5.815)
H (0.451, -1.461, -3.466)
H (-0.844, -0.414, -3.326)
H (1.678, 0.080, -4.953)
H (1.035, 1.060, -3.480)
H (-0.576, 3.191, -3.753)
H (-1.997, 2.409, -4.684)
H (-1.424, 1.600, -3.513)
H (1.789, 2.910, -5.227)
H (1.567, 2.079, -6.769)
H (0.537, 3.361, -6.486)
H (-2.914, 0.136, -4.375)
H (-3.661, -0.802, -5.625)
H (-3.428, 0.829, -5.940)
H (-0.979, 1.584, -7.992)
C (4.285, 1.983, 5.425)
C (4.688, 0.700, 4.661)
C (4.259, 1.020, 3.180)
C (5.012, 0.203, 2.073)
C (6.494, 0.297, 2.238)
C (6.903, -0.252, 3.710)
N (6.140, 0.553, 4.692)
O (6.704, 0.658, 5.927)
C (6.656, -1.778, 3.823)
C (8.415, 0.170, 3.743)
C (3.900, -0.549, 5.199)
H (5.119, 2.674, 5.544)
H (3.994, 1.750, 6.450)
H (3.422, 2.553, 5.080)
H (3.199, 0.794, 3.060)
H (4.342, 2.105, 3.116)
H (4.702, 0.558, 1.090)
H (4.630, -0.803, 1.901)
H (6.772, 1.342, 2.099)
H (6.933, -0.329, 1.461)
H (7.507, -2.359, 3.466)
H (6.819, -2.003, 4.877)
H (5.694, -2.124, 3.445)
H (8.861, 0.017, 2.760)
H (8.659, 1.219, 3.914)
H (8.969, -0.344, 4.529)
H (4.336, -0.758, 6.176)
H (4.033, -1.427, 4.568)
H (2.811, -0.518, 5.236)
H (7.107, 1.525, 5.828)
C (-0.581, 9.528, 0.273)
C (-0.345, 8.250, -0.634)
C (-1.549, 7.971, -1.628)
C (-1.240, 7.159, -2.900)
C (0.126, 7.632, -3.550)
C (1.328, 7.693, -2.551)
N (0.898, 8.494, -1.394)
O (2.028, 8.767, -0.630)
C (1.967, 6.311, -2.283)
C (2.460, 8.545, -3.371)
C (-0.213, 6.922, 0.163)
H (-1.071, 9.157, 1.173)
H (-1.303, 10.295, -0.007)
H (0.361, 9.884, 0.690)
H (-2.270, 7.359, -1.085)
H (-2.118, 8.850, -1.933)
H (-2.028, 7.094, -3.651)
H (-1.187, 6.122, -2.568)
H (-0.148, 8.549, -4.072)
H (0.270, 6.783, -4.219)
H (3.013, 6.450, -2.012)
H (1.371, 5.622, -1.685)
H (1.975, 5.756, -3.221)
H (2.619, 7.955, -4.275)
H (1.940, 9.435, -3.726)
H (3.404, 8.662, -2.840)
H (0.742, 6.741, 0.656)
H (-0.377, 6.161, -0.600)
H (-0.952, 6.858, 0.962)
H (2.166, 9.694, -0.836)
C (5.093, -4.667, -2.174)
C (5.113, -4.192, -3.655)
C (3.706, -4.229, -4.165)
O (3.532, -5.488, -4.818)
C (2.181, -5.791, -5.002)
N (5.446, -2.752, -3.684)
H (6.123, -4.790, -1.840)
H (4.623, -5.605, -1.878)
H (4.635, -3.910, -1.537)
H (5.778, -4.700, -4.353)
H (3.543, -3.493, -4.952)
H (2.899, -4.004, -3.467)
H (2.158, -6.782, -5.456)
H (1.584, -5.146, -5.647)
H (1.552, -5.753, -4.113)
H (5.599, -2.327, -4.587)
H (6.271, -2.574, -3.129)
C (-4.491, 4.348, -2.334)
C (-5.418, 4.999, -1.407)
C (-6.290, 4.019, -0.527)
O (-7.224, 4.757, 0.138)
C (-7.800, 4.039, 1.259)
N (-4.721, 5.966, -0.550)
H (-3.819, 3.826, -1.653)
H (-3.832, 5.109, -2.754)
H (-5.124, 3.746, -2.985)
H (-6.230, 5.472, -1.959)
H (-5.620, 3.488, 0.149)
H (-6.755, 3.177, -1.041)
H (-7.114, 3.710, 2.039)
H (-8.173, 3.066, 0.938)
H (-8.705, 4.563, 1.568)
H (-5.458, 6.485, -0.093)
H (-4.361, 5.561, 0.302)
C (8.772, -2.914, -0.252)
C (8.826, -2.588, -1.750)
C (8.372, -1.202, -2.139)
O (7.087, -0.809, -1.630)
C (6.860, 0.554, -1.823)
N (10.105, -2.893, -2.299)
H (7.719, -3.008, 0.013)
H (9.429, -2.290, 0.354)
H (9.225, -3.897, -0.118)
H (8.017, -3.203, -2.143)
H (8.362, -1.046, -3.218)
H (9.134, -0.529, -1.745)
H (5.867, 0.855, -1.491)
H (7.080, 0.992, -2.797)
H (7.499, 1.038, -1.085)
H (10.692, -3.503, -1.748)
H (10.649, -2.042, -2.274)
C (-0.990, 0.553, 4.709)
C (-1.546, -0.847, 4.922)
C (-0.378, -1.901, 4.965)
O (-1.090, -3.166, 4.982)
C (-0.216, -4.283, 5.008)
N (-2.248, -0.803, 6.207)
H (-0.323, 0.477, 3.850)
H (-0.440, 0.893, 5.587)
H (-1.782, 1.227, 4.380)
H (-2.279, -1.191, 4.193)
H (0.094, -1.630, 5.910)
H (0.338, -1.805, 4.148)
H (0.498, -4.135, 5.818)
H (0.358, -4.480, 4.102)
H (-0.911, -5.118, 5.104)
H (-2.636, -1.736, 6.213)
H (-3.018, -0.151, 6.254)
C (-0.209, -5.963, -0.135)
C (0.038, -4.756, -1.051)
C (-1.176, -3.923, -1.375)
O (-2.370, -4.509, -2.031)
C (-2.169, -4.699, -3.386)
N (1.149, -3.980, -0.549)
H (-0.523, -5.632, 0.855)
H (0.757, -6.446, 0.009)
H (-0.920, -6.673, -0.559)
H (0.294, -5.228, -2.000)
H (-0.886, -3.095, -2.022)
H (-1.720, -3.384, -0.599)
H (-2.646, -5.619, -3.723)
H (-1.116, -4.915, -3.568)
H (-2.367, -3.872, -4.067)
H (1.576, -3.511, -1.335)
H (0.948, -3.390, 0.245)
C (-2.939, 4.791, 2.702)
C (-3.673, 5.970, 3.357)
C (-2.881, 7.283, 3.584)
O (-3.672, 8.138, 4.415)
C (-3.219, 9.465, 4.400)
N (-4.916, 6.147, 2.613)
H (-3.418, 3.819, 2.581)
H (-2.099, 4.647, 3.381)
H (-2.564, 5.175, 1.753)
H (-3.953, 5.453, 4.275)
H (-2.776, 7.703, 2.583)
H (-1.919, 6.988, 4.004)
H (-4.044, 10.162, 4.550)
H (-2.736, 9.789, 3.478)
H (-2.538, 9.535, 5.248)
H (-5.437, 5.294, 2.755)
H (-5.500, 6.846, 3.050)
C (1.565, -0.761, -0.041)
C (0.350, -0.367, 0.773)
C (-0.895, 0.183, -0.081)
O (-1.814, 0.907, 0.795)
C (-2.542, 1.930, 0.126)
N (-0.093, -1.528, 1.595)
H (2.289, -1.210, 0.639)
H (2.104, -0.009, -0.617)
H (1.323, -1.514, -0.791)
H (0.597, 0.410, 1.496)
H (-1.387, -0.657, -0.572)
H (-0.584, 0.922, -0.820)
H (-3.262, 1.806, -0.683)
H (-1.878, 2.683, -0.299)
H (-3.000, 2.442, 0.972)
H (-0.825, -1.283, 2.246)
H (0.742, -1.954, 1.969)
C (-6.027, -0.721, -0.895)
C (-5.999, -0.995, 0.631)
C (-4.704, -1.839, 0.919)
O (-4.993, -2.510, 2.220)
C (-3.972, -3.444, 2.643)
N (-5.932, 0.209, 1.448)
H (-5.857, -1.511, -1.626)
H (-5.412, 0.127, -1.194)
H (-7.055, -0.423, -1.101)
H (-6.891, -1.488, 1.018)
H (-3.838, -1.218, 1.149)
H (-4.428, -2.709, 0.324)
H (-4.227, -3.914, 3.593)
H (-3.070, -2.837, 2.708)
H (-3.827, -4.215, 1.886)
H (-5.292, 0.013, 2.204)
H (-6.815, 0.593, 1.757)
C (0.484, 3.366, 1.549)
O (1.751, 3.120, 2.129)
H (0.442, 3.040, 0.510)
H (-0.200, 3.097, 2.354)
H (0.420, 4.413, 1.255)
H (2.408, 3.154, 1.429)
C (3.779, 2.696, -0.895)
O (3.436, 3.735, -0.004)
H (4.444, 1.997, -0.388)
H (2.946, 2.069, -1.213)
H (4.279, 3.148, -1.751)
H (4.169, 4.355, 0.019)

## Properties
* max |F|: 3.62 eV Å⁻¹
* LUMO energy: 0.010 Eh
* highest occupied orbital energy: -7.79 eV
* HOMO-LUMO gap: 8.0767 eV
* spin multiplicity: 1

***

Molecular formula: C24H10AuF11N4O5S2
Method: DFT, ωB97M-V with the def2-TZVPD basis set

Geometry (Å):
Au (-0.392, -1.005, 1.083)
F (1.244, -3.376, 3.869)
C (-0.044, -3.640, 3.664)
F (-0.401, -4.686, 4.391)
F (-0.220, -3.924, 2.370)
S (-1.046, -2.165, 4.124)
O (-0.480, -1.100, 3.283)
O (-0.879, -1.996, 5.524)
N (-2.491, -2.604, 3.742)
S (-3.343, -2.204, 2.487)
O (-2.569, -1.761, 1.335)
O (-4.370, -3.154, 2.241)
C (-4.203, -0.680, 3.072)
F (-5.062, -0.987, 4.033)
F (-4.863, -0.121, 2.056)
F (-3.321, 0.201, 3.542)
N (6.461, 0.416, -6.489)
C (5.696, 0.269, -5.644)
C (4.738, 0.085, -4.586)
C (3.742, 1.035, -4.381)
C (2.820, 0.852, -3.365)
C (2.894, -0.268, -2.543)
C (3.895, -1.212, -2.751)
C (4.814, -1.042, -3.772)
C (1.903, -0.463, -1.446)
C (0.595, -0.747, -1.840)
C (0.102, -0.886, -3.164)
C (-1.245, -1.155, -3.077)
C (-1.556, -1.184, -1.704)
N (-0.473, -0.947, -0.975)
C (2.391, -0.334, -0.144)
C (3.709, 0.019, 0.250)
C (3.735, 0.045, 1.626)
C (2.434, -0.289, 2.053)
N (1.643, -0.509, 1.011)
H (3.694, 1.908, -5.017)
H (2.040, 1.584, -3.200)
H (3.948, -2.084, -2.112)
H (5.589, -1.777, -3.942)
H (0.693, -0.801, -4.061)
H (-1.938, -1.321, -3.885)
H (-2.507, -1.370, -1.227)
H (4.524, 0.236, -0.421)
H (4.570, 0.275, 2.266)
H (2.054, -0.373, 3.060)
F (-4.264, 6.062, 0.501)
C (-3.748, 4.856, 0.611)
C (-3.072, 4.504, 1.787)
F (-2.971, 5.401, 2.758)
C (-2.531, 3.256, 1.906)
F (-1.880, 2.911, 2.996)
C (-2.646, 2.269, 0.845)
O (-2.181, 1.133, 0.949)
C (-3.353, 2.702, -0.349)
F (-3.470, 1.840, -1.338)
C (-3.882, 3.955, -0.455)
F (-4.525, 4.348, -1.547)

## Properties
* max |F|: 0.16 eV Å⁻¹
* LUMO energy (alpha / beta): -0.055 / -0.112 Eh
* highest occupied orbital energy (alpha / beta): -8.38 / -8.39 eV
* HOMO-LUMO gap (alpha / beta): 6.8944 / 5.3398 eV
* spin multiplicity: 3
* ⟨S²⟩: 2.05